Record 1
C24H43CrIP2 as an isolated structure. Source: OMol25; level of theory: ωB97M-V/def2-TZVPD.

Summary:
- Relative energy (zero: lowest compared OMol25 entry of this formula, charge and spin): 1110.9 kJ/mol
- Energy: -2964.57707 hartree
- Net charge: +1
- Largest force on an atom: 0.0741 hartree/bohr
- HOMO (alpha / beta): -8.77 / -8.75 eV
- 2S+1: 4

Last column: Löwdin charge in e.
Geometry (Å):
Cr 2.5499 0.6066 -1.7049  0.610
C 0.1484 2.0317 -0.0361  -0.305
C 0.2188 1.6860 -1.4357  -0.342
C -1.1540 0.1649 -0.3259  -0.260
C -0.7738 1.1779 0.5953  -0.302
C -0.5347 0.4602 -1.5715  -0.296
C 0.7221 3.2416 0.5915  -0.073
H 1.4496 3.7290 -0.0657  0.072
H 1.2669 3.0076 1.5181  0.070
H -0.0381 3.9925 0.8580  0.099
C -1.4334 1.4995 1.8870  -0.102
H -0.8010 2.1641 2.4777  0.068
H -1.6872 0.6026 2.4539  0.016
H -2.3641 2.0378 1.6690  0.098
C -2.2337 -0.8043 -0.0606  -0.054
H -3.1945 -0.2928 -0.1698  0.095
H -2.1871 -1.1710 0.9706  0.059
H -2.2212 -1.6365 -0.7618  0.056
C -0.9859 -0.0312 -2.8877  -0.068
H -1.9527 0.4417 -3.1398  0.101
H -1.1463 -1.1132 -2.9449  0.056
H -0.2739 0.2567 -3.6789  0.073
C 0.3925 2.7308 -2.4971  -0.080
H -0.5336 3.2979 -2.7324  0.097
H 0.7319 2.2925 -3.4428  0.060
H 1.1201 3.5010 -2.1988  0.068
C 5.8547 0.0183 0.2828  -0.169
C 5.5786 1.3282 0.0846  -0.164
C 5.7766 2.0983 -1.1617  -0.164
C 5.5249 1.3995 -2.4983  -0.157
C 4.3913 0.3915 -2.4264  -0.319
C 4.6672 -0.9406 -2.0580  -0.194
C 6.0405 -1.4599 -1.7660  -0.193
C 6.7384 -0.8284 -0.5752  -0.173
H 6.8117 2.4832 -1.1232  0.140
H 6.4573 0.9445 -2.8792  0.123
H 5.1202 2.9845 -1.1496  0.125
H 7.6200 -0.2543 -0.9011  0.126
H 5.7374 -0.4426 1.2626  0.086
H 5.4540 1.9564 0.9981  0.129
H 7.1102 -1.6344 0.0839  0.122
H 5.9890 -2.5483 -1.5669  0.117
H 4.0670 -1.7593 -2.4498  0.047
H 6.6754 -1.3717 -2.6734  0.130
H 5.2037 2.1596 -3.2315  0.125
H 3.5876 0.6708 -3.1970  0.104
P 2.7976 -0.4077 1.5482  0.666
P 1.6444 -2.2062 -1.4051  0.904
C 3.5697 -1.9744 0.7574  -0.352
C 2.7660 -3.0050 -0.1142  -0.366
H 4.1158 -2.5040 1.5592  0.105
H 4.3005 -1.5425 0.0464  0.021
H 3.4944 -3.6627 -0.6482  0.098
H 2.1096 -3.6387 0.5197  0.072
C 0.1455 -3.2500 -1.3386  -0.257
H -0.7090 -2.6302 -1.6290  0.003
H 0.0073 -3.5875 -0.3079  0.042
H 0.1991 -4.1215 -2.0199  0.064
C 2.0059 -2.3311 -3.2651  -0.246
H 2.2790 -3.3426 -3.5887  0.055
H 2.7922 -1.6147 -3.5624  0.008
H 1.1018 -1.9776 -3.7826  0.045
C 3.7398 0.5057 2.8551  -0.237
H 3.3036 1.5125 2.8129  0.062
H 4.8096 0.5756 2.5925  0.048
H 3.5687 0.0949 3.8534  0.049
C 2.9903 1.0241 0.3817  -0.321
H 2.3778 1.7494 -0.2150  0.045
H 3.7385 0.5798 -0.3783  0.003
H 3.5090 1.8070 0.9768  0.060
I 0.7287 -1.0615 2.7473  0.770

=====

Record 2
C24H43N2P3STi as an isolated structure. Source: OMol25; level of theory: ωB97M-V/def2-TZVPD.

Summary:
- Relative energy (zero: lowest compared OMol25 entry of this formula, charge and spin): 76.7 kJ/mol
- Energy: -3320.58535 hartree
- Net charge: +3
- Largest force on an atom: 0.0566 hartree/bohr
- HOMO (alpha / beta): -16.49 / -16.51 eV
- 2S+1: 2

Last column: Löwdin charge in e.
Geometry (Å):
Ti 1.1603 -1.1091 -0.5744  0.590
P 2.4660 0.8845 0.4384  0.766
P -0.8112 -0.2845 0.8451  0.781
P -1.9320 2.5726 -2.6624  0.922
H 1.1567 -2.9184 -5.5554  0.081
C 1.0453 -1.8312 -5.4302  -0.056
C 1.9540 -1.0990 -4.7794  -0.149
H 2.8367 -1.5890 -4.3485  0.075
C 4.0639 0.2043 1.0510  -0.249
C 1.9678 1.8560 1.9251  -0.244
C 2.9820 2.2557 -0.6840  -0.239
C -2.3343 -1.0602 0.1976  -0.231
C -0.7090 -0.9617 2.5444  -0.228
C -1.5042 1.3460 1.3247  -0.228
C -1.7143 2.7086 -4.4594  -0.173
C -0.7792 3.3704 -1.5118  -0.194
C -3.5379 2.2701 -1.9227  -0.189
H 0.2714 -1.3915 -6.0614  0.075
H 1.9792 -0.0011 -4.8049  0.039
H 4.3172 -0.7081 0.4989  0.045
H 3.9848 -0.0567 2.1143  0.049
H 4.8801 0.9285 0.9289  0.070
H 1.4597 1.2176 2.6582  0.031
H 1.3014 2.6796 1.6413  0.044
H 2.8641 2.2867 2.3968  0.079
H 3.1366 1.8726 -1.7014  0.044
H 3.9134 2.7160 -0.3172  0.074
H 2.1979 3.0238 -0.7079  0.033
H -3.1186 -1.0214 0.9671  0.074
H -2.1612 -2.1073 -0.0710  0.033
H -2.6860 -0.5350 -0.6995  0.033
H -1.6739 -0.8537 3.0558  0.074
H 0.0543 -0.4289 3.1194  0.046
H -0.4292 -2.0157 2.5309  0.039
H -2.3744 1.1455 1.9624  0.077
H -1.8580 1.9270 0.4702  -0.004
H -0.7818 1.9396 1.8926  0.045
H -2.3689 3.4596 -4.9163  0.073
H -1.9436 1.7403 -4.9299  0.070
H -0.6723 2.9453 -4.7135  0.076
H -1.0323 4.4271 -1.3975  0.078
H 0.2660 3.2693 -1.8180  0.044
H -0.8323 2.9102 -0.5207  0.018
H -4.3203 2.8276 -2.4377  0.073
H -3.5492 2.5377 -0.8625  0.063
H -3.7928 1.2072 -1.9914  0.058
C 0.0680 -1.5290 -2.6636  -0.757
C -1.2176 -1.8040 -3.2070  -0.103
C -1.5765 -3.0923 -3.5569  -0.028
C -0.6398 -4.1358 -3.4749  -0.040
C 0.6027 -3.8918 -2.9121  -0.072
C 1.0071 -2.6067 -2.4634  -0.233
S 0.6009 0.1197 -2.6003  0.701
H -1.3914 1.2732 -2.5445  -0.075
H -1.8235 -0.9450 -3.4964  0.106
H -2.5693 -3.3228 -3.9641  0.136
H -0.8914 -5.1029 -3.9448  0.142
H 1.3026 -4.7267 -2.8395  0.136
H 2.0963 -2.4227 -2.4348  0.118
N 0.2651 -5.0031 0.7968  0.180
C 0.0944 -3.8262 0.1706  -0.137
N 1.0625 -2.9627 0.5206  -0.036
C 1.8535 -3.5989 1.5006  -0.207
C 2.5176 -2.9757 2.5620  -0.011
C 2.5498 -3.6564 3.7870  -0.030
C 2.1795 -5.0130 3.8525  -0.024
C 1.6319 -5.6824 2.7572  0.020
C 1.3714 -4.9091 1.6420  -0.175
H -0.3536 -5.8115 0.7442  0.194
H -0.6730 -3.6334 -0.5738  0.124
H 2.8888 -1.9517 2.4509  0.089
H 2.8307 -3.1194 4.7002  0.128
H 2.3154 -5.5459 4.7925  0.130
H 1.3759 -6.7448 2.7549  0.137

=====

Record 3
C24H43N3O2 in the gas phase. Source: OMol25; level of theory: ωB97M-V/def2-TZVPD.

Summary:
- Relative energy (zero: lowest compared OMol25 entry of this formula, charge and spin): 10.6 kJ/mol
- Energy: -1255.06094 hartree
- Net charge: 0
- Largest force on an atom: 0.0136 hartree/bohr
- HOMO: -8.23 eV
- 2S+1: 1
- SMILES: O=C(NC[C@H]1CCCO1)C1CCN(C2CCN(CCCC3CCCC3)CC2)CC1

Last column: Löwdin charge in e.
Geometry (Å):
O -1.3644 1.5371 -2.5212  0.065
C -0.4317 2.2563 -2.2329  -0.474
N -0.6037 3.5220 -1.7798  0.066
H 0.2091 4.0826 -1.5820  0.137
C -1.8951 4.1355 -1.5938  -0.096
H -1.8876 4.6766 -0.6441  0.122
H -2.6291 3.3273 -1.5373  0.133
C -2.3536 5.0966 -2.7307  -0.313
C -1.2390 5.4919 -3.7123  -0.121
H -1.4949 6.4501 -4.1645  0.113
C -1.2967 4.3761 -4.7642  -0.132
H -0.4956 3.6514 -4.6236  0.096
C -2.6670 3.7137 -4.5162  -0.178
H -3.3011 3.6921 -5.4038  0.120
O -3.3344 4.5043 -3.5476  -0.104
H -2.5405 2.6911 -4.1411  0.102
H -1.2226 4.7772 -5.7732  0.105
H -0.2647 5.5847 -3.2386  0.102
H -2.8293 5.9678 -2.2706  0.143
C 1.0398 1.8590 -2.3385  -0.238
C 1.6481 1.6562 -0.9450  -0.127
C 1.0840 0.3942 -0.2960  -0.180
N 1.4318 -0.7494 -1.1155  -0.127
C 0.7450 -0.6545 -2.3918  -0.182
C 1.2299 0.5779 -3.1531  -0.125
H 2.2924 0.4613 -3.3744  0.119
H 0.6812 0.6523 -4.0934  0.118
H 0.9756 -1.5460 -2.9804  0.123
H -0.3463 -0.5900 -2.2712  0.115
C 1.3088 -2.0489 -0.4744  -0.325
C 2.4312 -2.2742 0.5419  -0.122
C 2.3392 -3.6872 1.1129  -0.190
N 1.0582 -3.8625 1.7663  -0.195
C -0.0169 -3.7405 0.8028  -0.186
C -0.0314 -2.3321 0.2188  -0.115
H -0.1816 -1.6201 1.0307  0.105
H -0.8548 -2.2342 -0.4908  0.120
H -0.9648 -3.9389 1.3064  0.113
H 0.0922 -4.4801 -0.0145  0.128
C 0.9658 -5.0630 2.5767  -0.198
C -0.0263 -4.9212 3.7356  -0.178
H -1.0021 -4.6167 3.3584  0.097
C 0.4305 -3.9388 4.8160  -0.168
C 0.4051 -2.4793 4.3731  -0.346
C 1.0017 -1.5228 5.4064  -0.169
H 2.0862 -1.6013 5.4765  0.112
C 0.5484 -0.1453 4.9230  -0.189
H 0.4873 0.5745 5.7387  0.100
H 1.2618 0.2404 4.1930  0.100
C -0.8192 -0.3793 4.2540  -0.178
H -1.6244 0.0789 4.8279  0.101
H -0.8364 0.0640 3.2578  0.094
C -0.9993 -1.9031 4.1759  -0.158
H -1.4442 -2.2081 3.2309  0.098
H -1.6488 -2.2473 4.9836  0.116
H 0.5784 -1.7367 6.3903  0.116
H 0.9598 -2.3944 3.4371  0.122
H 1.4486 -4.1971 5.1189  0.115
H -0.2128 -4.0572 5.6931  0.114
H -0.1431 -5.9088 4.1890  0.109
H 0.6820 -5.9378 1.9639  0.121
H 1.9543 -5.2653 2.9976  0.117
H 3.1304 -3.8321 1.8534  0.120
H 2.4906 -4.4244 0.3015  0.127
H 2.3411 -1.5658 1.3654  0.104
H 3.3982 -2.1242 0.0609  0.119
H 1.4403 -2.7899 -1.2739  0.145
H 1.5226 0.2749 0.6955  0.116
H -0.0086 0.5069 -0.1845  0.130
H 1.4515 2.5182 -0.3034  0.110
H 2.7285 1.5394 -1.0479  0.122
H 1.5645 2.6820 -2.8412  0.143